Density functional theory data (ωB97M-V/def2-TZVPD) for one molecule with the formula C15H31BN3O8P at a distorted geometry.

Calculated values
Multiplicity = 1
HOMO level = -8.76 eV
Structure (SMILES) = CC[C@H]1OC(=O)[C@](CON=O)(B(O)N(C)C)[C@]1(CCCCCOC)P(=N)(O)O

Element x y z (Å)
C: 1.32 2.60 1.70
C: 1.69 1.09 1.68
C: 1.43 0.44 0.32
O: 2.73 -0.15 -0.09
C: 2.61 -1.47 0.30
O: 3.35 -2.06 1.05
C: 1.30 -1.89 -0.40
C: 1.13 -3.35 -0.02
O: -0.08 -3.94 -0.52
N: 0.11 -5.37 -0.58
O: 0.19 -5.73 -1.67
B: 1.82 -1.65 -1.90
O: 2.72 -2.61 -2.37
N: 1.46 -0.51 -2.74
C: 2.70 0.15 -3.18
C: 0.68 -0.90 -3.93
C: 0.38 -0.76 0.24
C: -0.17 -1.34 1.55
C: -1.01 -0.48 2.54
C: -1.26 1.01 2.24
C: -2.72 1.46 2.46
C: -3.19 2.46 1.41
O: -2.84 3.77 1.82
C: -2.45 4.61 0.76
P: -1.05 -0.51 -0.89
N: -1.25 -1.67 -1.89
O: -0.86 0.96 -1.51
O: -2.38 -0.28 0.01
H: 2.21 3.20 1.56
H: 0.65 2.81 0.88
H: 0.80 2.87 2.61
H: 2.76 1.04 1.85
H: 1.23 0.55 2.50
H: 1.24 1.17 -0.46
H: 1.19 -3.52 1.06
H: 1.98 -3.88 -0.45
H: 2.21 -3.33 -2.75
H: 3.40 0.27 -2.35
H: 2.49 1.15 -3.56
H: 3.22 -0.42 -3.95
H: 1.31 -0.94 -4.82
H: 0.20 -1.86 -3.81
H: -0.07 -0.13 -4.13
H: -0.78 -2.20 1.26
H: 0.66 -1.77 2.10
H: -0.54 -0.55 3.52
H: -1.98 -0.96 2.66
H: -0.66 1.59 2.93
H: -0.98 1.30 1.24
H: -2.83 1.95 3.42
H: -3.40 0.61 2.42
H: -2.77 2.23 0.43
H: -4.28 2.38 1.30
H: -3.30 4.93 0.17
H: -1.99 5.49 1.20
H: -1.71 4.13 0.11
H: -2.15 -2.12 -1.81
H: -1.73 1.25 -1.80
H: -2.72 -1.13 0.30

***

Density functional theory data (ωB97M-V/def2-TZVPD) for C15H31BrIrP2 as an isolated structure at a distorted geometry.

Calculated values
<S²> = 8.80
Charge = +2
Multiplicity = 6
Energy above the lowest of the compared OMol25 structures with the same formula, charge and spin = 7.411 eV
HOMO level (spin up / spin down) = -13.36 / -14.71 eV

Element x y z (Å)
P: -0.90 1.81 -0.86
P: 1.92 -0.51 -0.19
C: 1.02 2.19 -0.85
C: 1.98 1.02 -1.20
H: 1.29 2.66 0.11
H: 1.14 2.95 -1.63
H: 1.89 0.71 -2.27
H: 3.02 1.39 -1.09
C: 3.67 -0.08 0.78
H: 3.79 -0.74 1.64
H: 3.67 0.96 1.15
H: 4.55 -0.22 0.14
C: 3.01 -2.09 -0.54
H: 3.95 -1.78 -1.01
H: 2.46 -2.82 -1.17
H: 3.25 -2.58 0.42
C: -1.79 3.17 -0.20
H: -2.86 2.86 -0.24
H: -1.61 4.08 -0.80
H: -1.49 3.30 0.85
C: -1.02 1.81 -2.70
H: -0.46 0.97 -3.16
H: -0.66 2.75 -3.14
H: -2.08 1.70 -2.93
Ir: -3.90 1.39 1.23
C: 1.46 -1.57 1.54
C: 1.34 -0.14 1.43
C: -0.20 0.31 1.29
C: -1.13 -0.29 0.18
C: -0.41 -0.44 -1.18
C: 0.61 -1.45 -1.07
C: 0.05 -2.63 -0.27
C: 0.38 -2.55 1.24
C: -5.28 -0.05 1.10
H: 2.34 -2.01 2.03
H: 1.86 0.52 2.11
H: -0.16 1.42 1.20
H: -0.73 0.16 2.24
H: -1.49 -1.26 0.56
H: -2.19 0.24 0.23
H: -1.16 -0.57 -1.95
H: 0.93 -1.76 -2.07
H: 0.45 -3.57 -0.61
H: -1.02 -2.74 -0.38
H: -0.50 -2.34 1.87
H: 0.76 -3.52 1.61
H: -4.61 -0.93 1.28
H: -5.80 -0.14 0.11
H: -6.08 0.02 1.87
Br: -3.22 0.40 3.30

***

Density functional theory data (ωB97M-V/def2-TZVPD) for C15H31BrP2Pt as an isolated structure at a distorted geometry.

Calculated values
<S²> = 2.01
Multiplicity = 3
Energy above the lowest of the compared OMol25 structures with the same formula, charge and spin = 0.000 eV
HOMO level (spin up / spin down) = -6.23 / -8.12 eV

Element x y z (Å)
P: -1.72 -3.27 -0.58
P: -0.90 -0.26 -0.66
C: -2.04 -2.29 -2.15
C: -0.72 -1.55 -2.13
H: -2.92 -1.64 -1.95
H: -2.28 -2.81 -3.10
H: 0.11 -2.17 -1.75
H: -0.49 -0.98 -3.04
C: -1.95 0.82 -1.74
H: -1.46 1.80 -1.87
H: -3.01 0.93 -1.47
H: -1.87 0.32 -2.72
C: 0.79 0.40 -1.36
H: 0.80 0.34 -2.47
H: 1.64 -0.19 -1.00
H: 1.07 1.44 -1.16
C: -2.79 -4.62 -1.16
H: -3.22 -5.09 -0.27
H: -2.16 -5.32 -1.73
H: -3.55 -4.15 -1.81
C: -0.05 -4.13 -0.60
H: 0.82 -3.48 -0.44
H: 0.10 -4.70 -1.53
H: -0.07 -4.86 0.22
Pt: -1.67 -1.72 0.77
C: 0.78 3.88 0.09
C: -0.12 3.15 0.74
C: 0.11 2.28 1.94
C: 1.47 1.85 2.53
C: 2.53 1.55 1.54
C: 3.37 2.44 0.91
C: 3.15 3.77 0.26
C: 1.92 4.51 0.76
C: -0.85 -2.80 2.38
H: 0.72 4.07 -0.98
H: -1.11 3.00 0.30
H: -0.46 1.36 1.76
H: -0.43 2.74 2.80
H: 1.89 2.57 3.27
H: 1.26 0.88 3.03
H: 2.82 0.51 1.50
H: 4.43 2.21 0.75
H: 3.10 3.59 -0.84
H: 4.02 4.44 0.33
H: 1.73 4.41 1.84
H: 1.94 5.56 0.42
H: -0.07 -2.14 2.81
H: -0.47 -3.79 2.07
H: -1.65 -2.91 3.13
Br: -2.54 0.04 2.37

***

Density functional theory data (ωB97M-V/def2-TZVPD) for C15H31BrP2Zn as an isolated structure at a distorted geometry.

Calculated values
Multiplicity = 1
Energy above the lowest of the compared OMol25 structures with the same formula, charge and spin = 3.150 eV
HOMO level (spin up / spin down) = -6.99 / -7.07 eV

Element x y z (Å)
P: -0.77 1.00 -1.37
P: -0.69 -1.17 1.57
C: -2.17 0.48 -0.27
C: -1.82 0.26 1.19
H: -2.63 -0.40 -0.74
H: -2.90 1.30 -0.35
H: -1.37 1.16 1.63
H: -2.75 0.05 1.74
C: -1.90 -2.50 1.09
H: -1.54 -3.46 1.48
H: -2.00 -2.56 -0.01
H: -2.88 -2.28 1.53
C: -1.00 -1.20 3.41
H: -2.08 -1.12 3.58
H: -0.55 -0.28 3.87
H: -0.65 -2.13 3.90
C: -1.41 0.86 -3.15
H: -0.81 1.52 -3.79
H: -2.46 1.16 -3.16
H: -1.34 -0.15 -3.55
C: -1.44 2.85 -1.52
H: -1.40 3.37 -0.55
H: -2.49 2.81 -1.86
H: -0.88 3.43 -2.27
Zn: 1.23 -1.03 3.49
C: 0.36 -1.27 -0.31
C: -0.12 -0.78 -1.62
C: 1.01 -0.84 -2.66
C: 1.79 0.52 -2.67
C: 1.01 1.62 -2.06
C: 0.81 1.77 -0.64
C: 1.47 0.91 0.44
C: 1.64 -0.58 0.15
C: 3.11 -0.45 3.20
H: 0.50 -2.36 -0.36
H: -0.99 -1.37 -1.96
H: 0.60 -1.01 -3.67
H: 1.71 -1.67 -2.45
H: 2.77 0.41 -2.18
H: 2.05 0.75 -3.71
H: 0.80 2.50 -2.69
H: 0.69 2.80 -0.24
H: 0.87 1.03 1.37
H: 2.44 1.37 0.72
H: 2.46 -0.77 -0.55
H: 1.95 -1.04 1.10
H: 3.58 -0.04 4.11
H: 3.07 0.31 2.42
H: 3.67 -1.35 2.90
Br: 1.44 -2.45 5.44

***

Density functional theory data (ωB97M-V/def2-TZVPD) for C15H31ClMnO4P2 as an isolated structure at a distorted geometry.

Calculated values
<S²> = 8.99
Multiplicity = 6
Energy above the lowest of the compared OMol25 structures with the same formula, charge and spin = 2.664 eV
HOMO level (spin up / spin down) = -4.64 / -4.81 eV

Element x y z (Å)
P: -1.17 0.78 1.50
P: 1.76 -1.27 0.81
C: -0.40 0.47 -0.14
C: 0.37 -0.85 -0.33
H: 0.22 1.34 -0.40
H: -1.25 0.47 -0.82
H: -0.30 -1.71 -0.43
H: 0.92 -0.77 -1.27
C: 3.30 -0.43 0.29
H: 4.09 -0.71 1.01
H: 3.18 0.67 0.35
H: 3.64 -0.70 -0.72
C: 1.99 -3.06 0.86
H: 2.38 -3.48 -0.08
H: 1.04 -3.56 1.09
H: 2.71 -3.29 1.67
C: -1.52 2.55 1.67
H: -1.90 2.72 2.68
H: -2.26 2.88 0.93
H: -0.59 3.14 1.55
C: -2.73 -0.13 1.54
H: -2.56 -1.21 1.43
H: -3.40 0.22 0.74
H: -3.22 0.04 2.52
Mn: 0.88 0.09 2.42
C: 0.30 -1.01 -3.38
C: 1.25 -0.06 -3.30
C: 1.18 1.25 -4.02
C: -0.22 1.92 -4.08
C: -1.07 1.71 -2.87
C: -2.03 0.77 -2.77
C: -2.19 -0.40 -3.70
C: -0.88 -0.99 -4.29
C: -0.36 0.58 5.20
H: 0.40 -1.97 -2.84
H: 2.22 -0.26 -2.81
H: 1.55 1.11 -5.06
H: 1.89 1.97 -3.57
H: -0.07 3.01 -4.18
H: -0.75 1.59 -4.98
H: -0.94 2.46 -2.08
H: -2.86 0.89 -2.06
H: -2.86 -0.11 -4.53
H: -2.72 -1.21 -3.18
H: -1.09 -2.04 -4.54
H: -0.64 -0.49 -5.24
H: -0.18 -1.19 6.26
H: -1.42 0.35 4.93
H: -0.05 0.99 6.17
O: 1.74 0.45 7.21
Cl: 1.74 -1.01 7.24
O: 2.28 -1.64 6.04
O: 0.07 -1.37 7.21
O: 0.53 0.49 4.31

***

Density functional theory data (ωB97M-V/def2-TZVPD) for C15H31ClMnP2 as an isolated structure at a distorted geometry.

Calculated values
<S²> = 8.77
Multiplicity = 6
Energy above the lowest of the compared OMol25 structures with the same formula, charge and spin = 3.842 eV
HOMO level (spin up / spin down) = -6.10 / -6.11 eV

Element x y z (Å)
P: -0.27 -1.68 -5.79
P: 0.28 2.01 -5.58
C: -0.43 -0.40 -7.10
C: 0.44 0.87 -7.04
H: -1.50 -0.15 -7.15
H: -0.17 -1.01 -7.96
H: 1.50 0.60 -7.14
H: 0.17 1.52 -7.87
C: -1.43 2.66 -5.73
H: -1.64 3.26 -4.83
H: -2.14 1.82 -5.76
H: -1.53 3.29 -6.62
C: 1.39 3.45 -5.76
H: 1.09 4.08 -6.62
H: 2.43 3.12 -5.90
H: 1.36 4.07 -4.84
C: -1.30 -3.16 -6.08
H: -1.21 -3.87 -5.24
H: -0.96 -3.65 -7.00
H: -2.35 -2.87 -6.17
C: 1.47 -2.22 -5.95
H: 2.13 -1.35 -5.92
H: 1.59 -2.74 -6.91
H: 1.71 -2.91 -5.12
Mn: 1.06 0.84 0.12
C: 0.50 1.86 -3.02
C: -0.83 1.54 -3.14
C: -1.53 0.39 -3.74
C: -1.96 -0.95 -2.99
C: -0.83 -1.93 -3.12
C: 0.50 -1.63 -3.21
C: 1.24 -0.42 -3.69
C: 1.61 0.83 -2.77
C: 0.59 -1.25 0.71
H: 0.77 2.86 -2.66
H: -1.52 2.30 -2.70
H: -1.12 0.08 -4.74
H: -2.52 0.77 -4.06
H: -2.22 -0.70 -1.91
H: -2.89 -1.27 -3.54
H: -1.10 -2.94 -2.80
H: 1.17 -2.27 -2.59
H: 0.81 0.04 -4.64
H: 2.26 -0.72 -4.04
H: 1.93 0.54 -1.64
H: 2.52 1.24 -3.27
H: 1.27 -1.01 1.53
H: 0.94 -2.12 0.14
H: -0.43 -1.41 1.08
Cl: -0.86 2.11 0.60

***

Density functional theory data (ωB97M-V/def2-TZVPD) for a 7-piece molecular cluster, C15H31F6N7O7S2 overall at a distorted geometry.

Calculated values
Multiplicity = 1
HOMO level = -9.52 eV

Element x y z (Å)
N: 0.23 0.36 -0.26
H: 0.27 -0.65 -0.29
H: -0.14 0.68 0.62
H: -0.26 0.68 -1.08
H: 1.15 0.70 -0.52
C: 1.10 3.64 2.20
F: 1.95 4.26 3.02
F: -0.01 4.26 2.01
F: 1.66 3.42 1.01
S: 0.76 1.93 3.09
O: 1.97 1.15 2.85
O: 0.48 2.20 4.48
N: -0.52 1.33 2.05
S: -1.71 1.47 3.00
O: -1.82 0.31 3.89
O: -1.92 2.77 3.63
C: -3.19 1.34 1.64
F: -3.09 2.38 0.82
F: -3.08 0.16 0.93
F: -4.38 1.38 2.25
C: -1.58 -2.76 -0.06
O: -0.51 -2.19 -0.44
N: -1.76 -4.06 -0.21
C: -2.98 -4.76 0.18
C: -0.73 -4.92 -0.80
H: -2.52 -2.32 0.32
H: -3.72 -4.15 0.70
H: -2.69 -5.54 0.89
H: -3.43 -5.18 -0.71
H: -0.16 -5.47 -0.04
H: -1.01 -5.64 -1.57
H: -0.01 -4.35 -1.37
C: 3.83 -0.16 0.42
O: 2.88 -0.23 -0.35
N: 4.77 0.79 0.23
C: 5.87 0.78 1.21
C: 4.50 2.01 -0.47
H: 4.00 -0.69 1.37
H: 5.43 1.11 2.16
H: 6.66 1.48 0.94
H: 6.38 -0.18 1.30
H: 5.17 2.06 -1.32
H: 3.46 2.13 -0.79
H: 4.74 2.86 0.17
C: -2.40 1.39 -2.56
O: -1.34 0.78 -2.49
N: -3.59 0.79 -2.63
C: -4.91 1.53 -2.61
C: -3.76 -0.68 -2.79
H: -2.58 2.48 -2.62
H: -5.30 1.65 -1.60
H: -5.59 0.99 -3.27
H: -4.82 2.53 -3.04
H: -4.10 -0.92 -3.80
H: -2.81 -1.19 -2.63
H: -4.48 -1.13 -2.10
C: 0.54 -1.65 2.87
C: 0.41 -3.09 3.14
N: 0.28 -4.21 3.32
H: 0.02 -1.11 3.67
H: 0.10 -1.40 1.91
H: 1.61 -1.46 2.86
C: 3.14 1.66 -4.15
C: 2.08 1.88 -3.10
N: 1.26 2.04 -2.34
H: 4.04 1.37 -3.61
H: 3.34 2.55 -4.75
H: 2.86 0.81 -4.77

***

Density functional theory data (ωB97M-V/def2-TZVPD) for a 3-piece molecular cluster, C15H31FNO8P overall at a distorted geometry.

Calculated values
Multiplicity = 1
Energy above the lowest of the compared OMol25 structures with the same formula, charge and spin = 0.000 eV
HOMO level = -10.91 eV
Structure (SMILES) = O=C(F)NC(=O)OC(=O)OP(=O)(O)O.CCCCCC.CCCCCC

Element x y z (Å)
O: 5.47 -3.33 -0.72
C: 5.02 -2.37 -0.18
F: 5.71 -1.65 0.71
N: 3.73 -1.78 -0.37
C: 2.69 -2.51 0.23
O: 2.73 -3.61 0.66
O: 1.55 -1.72 0.20
C: 0.77 -1.73 1.30
O: 1.08 -1.97 2.41
O: -0.49 -1.29 0.94
P: -1.58 -2.41 0.65
O: -1.16 -3.45 -0.29
O: -2.81 -1.56 0.11
O: -2.03 -2.93 2.07
H: 3.57 -1.67 -1.37
H: -3.27 -2.10 -0.55
H: -2.98 -3.12 2.05
C: 1.74 1.91 1.91
C: 2.09 1.67 3.38
C: 0.90 1.23 4.22
C: -0.25 2.23 4.31
C: 0.14 3.60 4.87
C: 0.67 3.55 6.30
H: 1.01 2.71 1.78
H: 2.63 2.17 1.33
H: 1.32 1.00 1.47
H: 2.54 2.58 3.80
H: 2.86 0.90 3.43
H: 1.25 0.98 5.23
H: 0.51 0.29 3.81
H: -1.03 1.80 4.95
H: -0.70 2.36 3.33
H: -0.74 4.25 4.84
H: 0.88 4.07 4.22
H: -0.06 3.11 6.97
H: 0.90 4.55 6.66
H: 1.59 2.96 6.37
C: -2.86 1.41 -5.74
C: -1.74 0.39 -5.91
C: -2.15 -1.03 -5.52
C: -2.56 -1.20 -4.05
C: -1.50 -0.79 -3.04
C: -0.22 -1.60 -3.12
H: -3.17 1.50 -4.70
H: -2.53 2.40 -6.07
H: -3.73 1.14 -6.34
H: -0.87 0.70 -5.33
H: -1.42 0.38 -6.95
H: -1.33 -1.72 -5.75
H: -2.99 -1.35 -6.15
H: -2.82 -2.25 -3.89
H: -3.48 -0.63 -3.87
H: -1.93 -0.90 -2.04
H: -1.27 0.28 -3.15
H: -0.42 -2.66 -2.97
H: 0.49 -1.29 -2.35
H: 0.28 -1.48 -4.09